Molecular formula: C31H56Be2Br2FKN2O20P2S4
Method: DFT, ωB97M-V with the def2-TZVPD basis set

Summary:
lowest unoccupied orbital energy: -5.329 eV
frontier orbital gap: 1.0 eV

Atoms and positions in Å:
C1 4.53536 2.98112 1.20175
C2 3.86482 3.85569 0.05498
O1 2.51984 3.43450 -0.31279
C3 2.58075 2.25936 -1.13859
C4 1.12571 1.59043 -1.37980
C5 0.35540 1.19388 -0.04479
C6 -1.13266 1.76685 -0.16312
C7 -1.03789 3.38607 -0.10858
C8 -1.97444 4.06576 -1.22870
O2 -2.24568 5.46016 -0.89865
O3 -2.02444 1.45158 0.91449
C9 -1.95999 0.09966 1.40907
C10 -3.04831 -0.70768 0.60602
Br1 -3.23000 -0.73046 -1.38735
C11 -4.08530 -1.43906 1.24291
C12 -4.31637 -1.55820 2.78136
Br2 -5.47161 -2.40446 0.17239
C13 -0.49215 -0.52808 1.58918
N1 -0.63379 -1.99635 1.59912
C14 -0.39150 -2.62450 2.73292
C15 1.04491 -3.21824 3.16205
C16 -1.51033 -3.00372 3.83107
P1 0.15966 0.19456 3.24934
S1 -0.07624 2.12031 3.42707
N2 0.47522 -0.22844 0.42963
S2 0.06979 -1.48343 -0.75124
C17 1.92506 -0.47572 0.81954
C18 2.85990 -1.17646 -0.28083
H1 4.77096 1.93044 0.79817
H2 3.90287 2.84681 2.13030
H3 5.55875 3.44584 1.41074
H4 4.54479 3.75391 -0.86406
H5 3.87894 4.93829 0.42364
H6 3.37095 1.51697 -0.81467
H7 2.89638 2.61885 -2.18484
H8 1.30956 0.75256 -2.11398
H9 0.58194 2.39103 -1.99601
H10 0.83025 1.84707 0.77431
H11 -1.50110 1.53933 -1.21000
H12 0.02275 3.76532 -0.21583
H13 -1.43735 3.78715 0.88745
H14 -2.98015 3.53718 -1.29332
H15 -1.48969 4.07023 -2.25279
H16 -3.17773 5.48912 -0.58342
H17 -2.35430 0.20404 2.48414
H18 -3.62277 -1.02056 3.47769
H19 -4.33035 -2.66096 3.08535
H20 -5.37668 -1.18068 3.00513
H21 1.77864 -3.25339 2.30193
H22 0.92483 -4.27687 3.58359
H23 1.49214 -2.61380 4.03163
H24 -2.34028 -3.54490 3.25579
H25 -1.90963 -2.10455 4.38366
H26 -1.13300 -3.74121 4.60038
H27 -0.52139 -0.39318 4.38348
H28 1.56627 -0.08349 3.46732
H29 0.60491 -1.21899 -1.98834
H30 2.50273 0.48409 1.12971
H31 2.03746 -1.17257 1.72453
H32 2.78961 -2.31578 -0.27253
H33 3.93504 -0.97433 0.08255
H34 2.81032 -0.72606 -1.31234
C19 -5.51235 4.41486 -2.34986
O4 -5.09404 3.39548 -2.89951
O5 -5.10388 4.85683 -1.24567
O6 -6.40929 5.16363 -2.80957
Be1 3.53473 0.31889 2.56300
O7 -6.61335 -5.12558 2.19620
H35 -7.21565 -4.64279 2.77363
H36 -6.27600 -4.45146 1.59256
C20 -11.98030 9.12464 -3.35273
O8 -10.94979 8.17716 -3.62471
P2 -11.50516 6.66827 -4.22999
O9 -12.02494 6.20421 -2.87643
O10 -9.95882 6.17282 -4.46384
C21 -8.94440 6.48453 -3.51855
O11 -12.08031 5.26776 -5.02947
C22 -11.64272 5.06732 -6.37588
H37 -11.51972 10.10030 -3.19279
H38 -12.66916 9.19291 -4.19737
H39 -12.52615 8.83649 -2.45220
H40 -9.32694 6.50591 -2.49565
H41 -8.50435 7.45009 -3.76958
H42 -8.16045 5.73300 -3.57855
H43 -10.61530 4.69272 -6.38046
H44 -11.69417 5.99798 -6.94273
H45 -12.29177 4.33423 -6.84790
O12 6.49764 -1.16209 1.47993
S3 6.27643 -2.55374 1.91813
O13 4.85250 -2.90707 1.73668
O14 6.63146 -2.68343 3.34201
O15 7.11349 -3.46121 1.11545
F1 9.15221 -2.47631 2.99023
C23 9.76475 -3.57220 3.42812
C24 9.59880 -4.76401 2.73824
C25 10.24225 -5.90921 3.19193
C26 11.03690 -5.85313 4.33615
C27 11.19125 -4.65029 5.02390
C28 10.55631 -3.50243 4.56468
H46 8.97059 -4.78800 1.85603
H47 10.12586 -6.84449 2.65646
H48 11.53575 -6.74858 4.69190
H49 11.80621 -4.60895 5.91602
H50 10.67170 -2.55707 5.08057
C29 5.49251 -5.29038 -2.08963
C30 4.59474 -4.09406 -1.92769
O16 4.95828 -3.10865 -1.31545
C31 3.22649 -4.16280 -2.55239
H51 6.44318 -5.09827 -1.58840
H52 5.02760 -6.16788 -1.63598
H53 5.68423 -5.47058 -3.14933
H54 2.66033 -4.98896 -2.11958
H55 3.31561 -4.29190 -3.63166
H56 2.69219 -3.23036 -2.35460
Be2 13.08605 -4.86359 3.07114
O17 0.01290 -7.26599 -4.24341
S4 1.32270 -6.69400 -4.59225
O18 2.33370 -7.14225 -3.62068
O19 1.23818 -5.22398 -4.56534
O20 1.70588 -7.14251 -5.93963
K1 -2.55579 3.41606 3.84861